# 1
The following is a quantum chemistry calculation of a cluster of 6 separate species, C2H16O5S in total in a non-equilibrium geometry, from the OMol25 dataset.

Element x y z (Å)
C: 1.13 -1.07 1.56
S: 1.28 0.07 0.14
C: 2.63 -0.50 -0.97
H: 0.10 -1.44 1.51
H: 1.43 -0.51 2.47
H: 1.85 -1.83 1.38
H: 3.32 -1.28 -0.60
H: 2.11 -0.87 -1.85
H: 3.31 0.33 -1.24
O: 0.94 2.74 2.69
H: 0.96 2.00 2.08
H: 0.27 2.48 3.33
O: -0.93 3.20 0.41
H: -1.14 2.31 0.18
H: -1.28 4.08 0.22
O: -1.45 -0.42 -2.37
H: -0.68 0.15 -2.36
H: -1.80 -0.62 -1.51
O: -2.99 -0.39 0.35
H: -3.89 -0.53 0.06
H: -3.07 0.21 1.11
O: -0.57 -2.99 -2.35
H: -0.62 -2.89 -1.38
H: -0.90 -2.23 -2.85

Output
**E_LUMO**: 0.112 eV
**SMILES string**: CSC.O.O.O.O.O
**Multiplicity**: 1
**Relative energy (zero: lowest compared OMol25 entry of this formula, charge and spin)**: 42.86 kcal per mole

***

# 2
The following is a quantum chemistry calculation of a structure of composition C33H38Ge2N3O2PdS2, from the OMol25 dataset.

Element x y z (Å)
Pd: 0.63 -0.50 -0.47
C: -2.86 -3.93 -2.38
C: -1.43 -3.41 -2.18
Ge: -1.26 -2.30 -0.56
C: -1.09 -3.31 1.11
C: -2.44 -3.82 1.63
C: -2.95 -1.34 -0.49
C: -3.13 -0.02 -0.43
Ge: -1.44 0.94 -0.54
C: -1.06 1.96 1.09
C: -2.22 2.88 1.48
C: -1.01 1.74 -2.28
C: -2.14 2.47 -3.01
C: -4.45 0.63 -0.26
C: -4.67 1.96 -0.63
C: -5.91 2.55 -0.48
C: -6.96 1.83 0.07
C: -6.76 0.52 0.47
C: -5.52 -0.07 0.31
H: -2.90 -4.58 -3.25
H: -3.56 -3.11 -2.54
H: -3.21 -4.51 -1.52
H: -1.11 -2.82 -3.04
H: -0.73 -4.25 -2.11
H: -0.61 -2.67 1.84
H: -0.40 -4.13 0.91
H: -3.11 -3.00 1.86
H: -2.30 -4.40 2.55
H: -2.93 -4.47 0.91
H: -3.81 -2.01 -0.47
H: -0.14 2.52 0.93
H: -0.86 1.24 1.89
H: -2.43 3.62 0.70
H: -1.98 3.42 2.39
H: -3.14 2.32 1.65
H: -0.65 0.90 -2.88
H: -0.16 2.40 -2.11
H: -3.01 1.84 -3.14
H: -1.80 2.78 -4.00
H: -2.44 3.38 -2.48
H: -3.85 2.53 -1.06
H: -6.05 3.58 -0.78
H: -7.93 2.30 0.20
H: -7.57 -0.04 0.91
H: -5.36 -1.09 0.65
N: 3.64 1.83 1.45
C: 3.11 1.23 2.59
C: 3.59 1.12 3.89
C: 2.82 0.39 4.77
C: 1.62 -0.22 4.37
C: 1.16 -0.11 3.08
C: 1.92 0.63 2.18
N: 1.75 0.86 0.82
C: 2.80 1.55 0.43
C: 3.07 1.92 -0.96
C: 4.05 2.75 -1.41
S: 3.98 2.85 -3.10
C: 2.64 1.78 -3.10
N: 2.28 1.36 -1.93
H: 4.62 2.04 1.33
H: 4.52 1.59 4.19
H: 3.15 0.29 5.80
H: 1.06 -0.79 5.10
H: 0.24 -0.60 2.76
H: 4.78 3.31 -0.83
H: 2.16 1.48 -4.02
O: 7.60 -0.20 -0.50
C: 6.45 0.09 0.12
O: 6.40 0.99 0.92
C: 5.25 -0.72 -0.25
C: 4.43 -1.24 0.74
C: 3.23 -1.84 0.41
C: 2.81 -1.86 -0.93
S: 1.24 -2.50 -1.42
C: 3.67 -1.38 -1.93
C: 4.89 -0.84 -1.60
H: 7.52 -1.00 -1.03
H: 4.73 -1.16 1.78
H: 2.59 -2.25 1.18
H: 3.34 -1.42 -2.96
H: 5.54 -0.44 -2.37

Output
**Net charge**: +1
**E_LUMO (alpha / beta)**: -4.296 / -4.297 eV
**Multiplicity**: 1
**Relative energy (zero: lowest compared OMol25 entry of this formula, charge and spin)**: 0.89 kcal per mole

***

# 3
The following is a quantum chemistry calculation of an isolated molecule of C14H22N4O2S2 in a non-equilibrium geometry, from the OMol25 dataset.

Element x y z (Å)
C: -0.03 6.57 -0.43
C: 1.00 5.45 -0.55
C: 0.79 4.63 -1.82
C: 1.85 3.53 -1.96
C: 1.79 2.56 -0.81
O: 2.64 2.44 0.05
N: 0.66 1.78 -0.78
C: 0.43 0.88 0.21
N: -0.62 0.13 0.28
N: -0.61 -0.68 1.34
C: 0.44 -0.56 2.08
S: 0.75 -1.47 3.52
C: -0.78 -2.46 3.68
C: -0.73 -3.72 2.80
O: -0.48 -4.81 3.26
N: -1.01 -3.47 1.52
C: -0.91 -4.46 0.47
C: -2.03 -4.26 -0.56
C: -1.54 -3.08 -1.41
C: 0.00 -3.15 -1.37
C: 0.36 -4.26 -0.36
S: 1.59 0.64 1.51
H: -1.04 6.16 -0.40
H: 0.04 7.24 -1.29
H: 0.13 7.15 0.47
H: 2.00 5.88 -0.55
H: 0.93 4.80 0.33
H: -0.21 4.20 -1.81
H: 0.86 5.29 -2.69
H: 2.84 3.97 -1.98
H: 1.69 2.98 -2.90
H: -0.06 1.86 -1.49
H: -1.61 -1.82 3.42
H: -0.81 -2.75 4.72
H: -1.13 -2.50 1.22
H: -0.94 -5.44 0.96
H: -2.99 -4.06 -0.08
H: -2.12 -5.16 -1.16
H: -1.92 -3.15 -2.43
H: -1.88 -2.14 -0.98
H: 0.42 -3.38 -2.35
H: 0.41 -2.19 -1.05
H: 1.21 -4.00 0.26
H: 0.59 -5.19 -0.88

Output
**E_LUMO**: 0.462 eV
**SMILES string**: CCCCC(=O)Nc1nnc(SCC(=O)NC2CCCC2)s1
**Multiplicity**: 1
**Relative energy (zero: lowest compared OMol25 entry of this formula, charge and spin)**: 0.00 kcal per mole

***

# 4
The following is a quantum chemistry calculation of a cluster of 2 separate species, C2H9NO2 in total in a non-equilibrium geometry, from the OMol25 dataset.

Element x y z (Å)
N: -0.02 2.66 -0.66
C: 0.04 2.04 0.59
O: 1.35 1.59 0.95
H: 0.21 3.64 -0.69
H: 0.38 2.17 -1.45
H: -0.35 2.76 1.33
H: -0.69 1.22 0.63
H: 1.24 1.08 1.76
C: -0.68 -3.63 -0.21
O: -0.80 -2.34 -0.80
H: -0.06 -4.27 -0.82
H: -0.28 -3.55 0.79
H: -1.70 -4.00 -0.12
H: -0.11 -1.78 -0.44

Output
**E_LUMO**: 0.658 eV
**SMILES string**: NCO.CO
**Multiplicity**: 1
**Relative energy (zero: lowest compared OMol25 entry of this formula, charge and spin)**: 14.27 kcal per mole

***

# 5
The following is a quantum chemistry calculation of a cluster of 8 separate species, C61H93IN8O3S2 in total in a non-equilibrium geometry, from the OMol25 dataset.

Element x y z (Å)
C: 4.50 -5.61 2.60
C: 3.37 -5.02 3.24
C: 2.12 -4.19 4.00
C: 2.35 -2.59 3.60
C: 3.40 -1.68 4.47
C: 4.19 -2.40 5.71
C: 3.59 -0.10 3.99
S: 4.85 0.90 5.02
C: 2.76 0.58 2.71
C: 3.00 2.16 2.37
C: 3.65 2.37 0.85
O: 3.96 3.80 0.70
C: 1.70 -0.36 1.81
C: 1.55 -1.93 2.33
S: 0.36 -3.01 1.30
C: 0.65 -2.33 -0.47
C: 0.57 -3.37 -1.74
C: 0.29 -4.97 -1.54
I: 2.10 -6.01 -2.32
C: -1.00 -5.56 -2.35
C: -2.20 -4.48 -2.62
C: 0.78 -2.79 -3.26
C: 1.06 -1.17 -3.42
C: 1.14 -0.12 -2.12
C: 1.38 1.46 -2.49
C: 0.61 1.89 -3.91
C: 2.94 1.91 -2.68
C: 4.04 0.71 -2.45
C: 5.48 1.28 -3.09
C: 0.93 -0.70 -0.57
N: 0.97 0.23 0.62
C: -0.39 0.78 0.99
C: -0.45 2.42 0.95
C: -1.75 3.05 0.17
C: -1.28 4.46 -0.56
C: -2.25 5.75 -0.14
O: -2.37 6.74 -1.27
C: -3.70 6.57 -1.93
C: -3.72 5.48 -3.18
O: -4.81 7.23 -1.54
H: 5.54 -5.71 2.05
H: 2.20 -4.33 5.16
H: 1.07 -4.61 3.66
H: 3.43 -2.41 6.63
H: 5.19 -1.88 6.03
H: 4.41 -3.55 5.49
H: 4.07 1.34 6.12
H: 3.67 2.74 3.14
H: 1.95 2.72 2.34
H: 4.64 1.75 0.78
H: 2.81 2.05 0.10
H: 3.82 4.28 1.58
H: 0.20 -5.32 -0.42
H: -1.47 -6.41 -1.66
H: -0.66 -6.13 -3.34
H: -2.22 -3.56 -1.91
H: -3.23 -5.07 -2.43
H: -2.22 -4.20 -3.77
H: 0.72 -3.56 -4.14
H: 1.17 -0.77 -4.54
H: 0.91 2.15 -1.65
H: 0.65 3.07 -4.10
H: 1.27 1.43 -4.79
H: -0.47 1.45 -4.00
H: 3.13 2.83 -1.96
H: 3.12 2.33 -3.78
H: 3.80 -0.28 -3.02
H: 4.26 0.56 -1.29
H: 5.35 2.47 -3.17
H: 6.41 0.98 -2.46
H: 5.51 0.90 -4.21
H: -1.25 0.38 0.27
H: -0.62 0.44 2.11
H: 0.56 2.87 0.53
H: -0.53 2.78 2.08
H: -2.54 3.34 1.00
H: -2.15 2.26 -0.61
H: -1.28 4.27 -1.74
H: -0.19 4.79 -0.23
H: -1.72 6.36 0.73
H: -3.33 5.41 0.19
H: -4.68 5.60 -3.87
H: -2.79 5.67 -3.87
H: -3.66 4.41 -2.70
C: -4.63 -0.37 1.22
C: -5.44 0.90 1.03
C: -6.10 1.00 -0.35
C: -5.02 0.98 -1.43
N: -4.14 0.97 -2.32
H: -3.80 -0.43 0.51
H: -4.21 -0.41 2.22
H: -5.26 -1.26 1.08
H: -4.78 1.77 1.19
H: -6.22 0.95 1.80
H: -6.68 1.92 -0.43
H: -6.78 0.15 -0.51
C: 5.65 5.32 -5.38
C: 6.79 4.60 -6.09
C: 6.31 3.71 -7.24
C: 5.37 2.64 -6.70
N: 4.59 1.75 -6.25
H: 4.95 4.62 -4.91
H: 6.04 5.97 -4.59
H: 5.08 5.95 -6.08
H: 7.34 4.00 -5.36
H: 7.49 5.35 -6.48
H: 7.16 3.23 -7.72
H: 5.78 4.31 -7.99
C: 9.64 0.90 0.06
C: 9.36 -0.51 -0.46
C: 10.44 -1.01 -1.42
C: 10.52 -0.09 -2.63
N: 10.58 0.67 -3.63
H: 9.65 1.63 -0.75
H: 8.86 1.21 0.77
H: 10.60 0.94 0.58
H: 8.39 -0.52 -0.96
H: 9.29 -1.19 0.40
H: 10.20 -2.03 -1.75
H: 11.42 -1.04 -0.92
C: -3.42 -7.11 2.75
C: -3.38 -6.72 1.27
C: -3.00 -5.26 1.05
C: -4.02 -4.35 1.72
N: -4.87 -3.60 2.28
H: -4.18 -6.54 3.29
H: -3.67 -8.17 2.86
H: -2.45 -6.94 3.22
H: -4.37 -6.92 0.83
H: -2.66 -7.37 0.76
H: -2.97 -5.04 -0.02
H: -2.01 -5.05 1.46
C: -3.91 -6.80 6.94
C: -3.82 -8.26 6.51
C: -3.32 -9.18 7.63
C: -1.93 -8.74 8.06
N: -0.77 -8.39 8.42
H: -2.93 -6.39 7.21
H: -4.30 -6.19 6.11
H: -4.59 -6.68 7.79
H: -3.15 -8.33 5.64
H: -4.80 -8.60 6.18
H: -3.28 -10.21 7.28
H: -3.99 -9.13 8.49
C: -4.04 2.20 6.87
C: -4.31 0.79 6.35
C: -3.24 0.29 5.39
C: -3.16 1.20 4.18
N: -3.09 1.96 3.17
H: -4.03 2.93 6.06
H: -4.82 2.50 7.57
H: -3.07 2.24 7.39
H: -5.29 0.78 5.85
H: -4.38 0.10 7.20
H: -3.47 -0.73 5.06
H: -2.26 0.26 5.89
C: -7.80 6.28 -5.41
C: -7.01 6.73 -6.63
C: -7.67 6.31 -7.95
C: -7.76 4.79 -8.01
N: -7.84 3.53 -8.07
H: -7.86 5.19 -5.35
H: -7.30 6.62 -4.49
H: -8.81 6.68 -5.42
H: -6.00 6.32 -6.58
H: -6.92 7.82 -6.61
H: -7.08 6.67 -8.80
H: -8.67 6.73 -8.03

Output
**E_LUMO**: -0.266 eV
**SMILES string**: C#CCc1c(C)c(S)c(CCO)c2c1Sc1c([C@H](I)CC)ccc([C@H](C)CCC)c1N2CCCCCOC(C)=O.CCCC#N.CCCC#N.CCCC#N.CCCC#N.CCCC#N.CCCC#N.CCCC#N
**Multiplicity**: 1
**Relative energy (zero: lowest compared OMol25 entry of this formula, charge and spin)**: 726.19 kcal per mole

***

# 6
The following is a quantum chemistry calculation of a structure of composition C19H27Br9O8 in a non-equilibrium geometry, from the OMol25 dataset.

Element x y z (Å)
O: -0.28 7.57 -13.46
C: -0.69 7.26 -14.60
O: -0.86 8.13 -15.62
C: -1.20 7.50 -16.89
C: -0.97 6.01 -16.61
C: -1.09 5.87 -15.05
H: -0.58 7.85 -17.72
H: -2.25 7.54 -17.20
H: 0.03 5.71 -16.92
H: -1.71 5.30 -16.97
H: -0.32 5.16 -14.76
H: -2.11 5.57 -14.81
O: -5.19 12.29 -20.44
C: -5.95 11.41 -20.81
O: -5.59 10.10 -20.62
C: -6.75 9.30 -21.11
C: -7.41 10.22 -22.10
C: -7.37 11.56 -21.41
H: -7.46 9.09 -20.30
H: -6.42 8.51 -21.78
H: -8.43 9.92 -22.34
H: -6.83 10.18 -23.02
H: -8.15 11.63 -20.66
H: -7.49 12.41 -22.09
O: -2.23 9.00 -17.53
C: -2.15 9.78 -18.44
O: -3.15 10.67 -18.68
C: -2.86 11.41 -19.92
C: -1.83 10.55 -20.55
C: -1.06 9.88 -19.50
H: -2.50 12.41 -19.64
H: -3.86 11.44 -20.35
H: -1.25 11.17 -21.24
H: -2.24 9.89 -21.31
H: -0.23 10.49 -19.14
H: -0.59 8.92 -19.70
O: -0.84 15.48 -20.32
C: -1.94 14.96 -20.59
O: -2.52 14.03 -19.82
C: -3.67 13.45 -20.34
C: -4.20 14.55 -21.26
C: -2.95 15.27 -21.74
H: -4.41 13.01 -19.67
H: -3.32 12.63 -20.97
H: -4.91 15.17 -20.72
H: -4.66 14.06 -22.12
H: -3.07 16.35 -21.87
H: -2.63 14.81 -22.67
C: -0.14 7.50 -21.10
Br: 0.97 6.06 -22.05
Br: 0.29 7.38 -19.15
Br: -2.05 7.24 -21.60
H: 0.19 8.46 -21.50
C: -4.23 7.51 -18.47
Br: -2.91 6.03 -18.53
Br: -5.95 6.70 -17.87
Br: -4.47 8.46 -20.15
H: -3.81 8.22 -17.76
C: -1.35 13.62 -17.63
Br: -3.28 13.15 -17.53
Br: -1.17 15.61 -17.59
Br: -0.55 12.77 -19.15
H: -0.83 13.24 -16.75

Output
**E_LUMO**: -0.698 eV
**Multiplicity**: 1
**Relative energy (zero: lowest compared OMol25 entry of this formula, charge and spin)**: 432.67 kcal per mole

***

# 7
The following is a quantum chemistry calculation of a cluster of 4 separate species, C23H54F3N4O4PS2 in total in a non-equilibrium geometry, from the OMol25 dataset.

Element x y z (Å)
C: -7.35 0.70 -1.73
C: -6.33 0.93 -2.86
C: -5.24 1.95 -2.55
O: -4.17 1.84 -3.02
O: -5.63 3.00 -1.73
C: -4.68 3.39 -0.76
S: -3.31 4.39 -1.48
P: -5.62 4.61 0.37
N: -4.73 5.45 1.36
S: -4.09 2.03 0.31
O: -4.13 2.44 1.67
O: -4.89 0.85 0.17
C: -2.28 1.61 0.04
F: -1.98 1.38 -1.21
F: -1.54 2.54 0.56
F: -2.08 0.51 0.71
H: -8.29 0.30 -2.12
H: -6.96 -0.08 -1.08
H: -7.55 1.58 -1.13
H: -5.86 0.01 -3.21
H: -6.88 1.34 -3.72
H: -3.62 5.64 -1.04
H: -6.57 3.87 1.12
H: -6.32 5.46 -0.52
H: -3.76 5.18 1.28
C: 1.93 5.22 0.60
C: 3.08 4.38 1.14
N: 2.75 3.66 2.36
C: 3.92 3.06 2.99
C: 4.65 1.95 2.23
C: 1.57 2.81 2.29
C: 1.55 1.70 1.24
H: 1.58 5.94 1.34
H: 2.26 5.78 -0.28
H: 1.08 4.61 0.29
H: 3.91 5.07 1.36
H: 3.43 3.71 0.34
H: 3.63 2.68 3.98
H: 4.63 3.86 3.20
H: 4.12 1.01 2.27
H: 5.63 1.78 2.70
H: 4.84 2.21 1.19
H: 0.70 3.45 2.13
H: 1.40 2.37 3.28
H: 1.94 2.02 0.28
H: 0.52 1.37 1.08
H: 2.11 0.82 1.56
C: -3.62 -3.31 -3.70
C: -3.33 -2.79 -2.30
N: -4.38 -3.07 -1.34
C: -4.20 -2.36 -0.08
C: -2.98 -2.72 0.78
C: -4.78 -4.47 -1.22
C: -3.70 -5.49 -0.83
H: -4.56 -2.90 -4.09
H: -2.82 -3.02 -4.38
H: -3.68 -4.40 -3.73
H: -3.22 -1.70 -2.38
H: -2.36 -3.19 -1.98
H: -5.10 -2.49 0.53
H: -4.16 -1.30 -0.30
H: -3.11 -3.66 1.30
H: -2.83 -1.95 1.54
H: -2.06 -2.77 0.19
H: -5.21 -4.78 -2.18
H: -5.61 -4.54 -0.52
H: -2.75 -5.31 -1.34
H: -4.04 -6.49 -1.09
H: -3.52 -5.49 0.25
C: 6.68 -3.47 -1.79
C: 7.10 -3.39 -0.33
N: 7.26 -2.03 0.16
C: 7.89 -1.97 1.47
C: 7.13 -2.57 2.66
C: 6.12 -1.15 -0.03
C: 4.79 -1.56 0.61
H: 7.39 -2.96 -2.44
H: 6.63 -4.51 -2.10
H: 5.69 -3.03 -1.96
H: 8.06 -3.90 -0.24
H: 6.38 -3.96 0.27
H: 8.13 -0.93 1.70
H: 8.86 -2.47 1.40
H: 6.32 -1.93 2.99
H: 7.82 -2.69 3.51
H: 6.72 -3.56 2.44
H: 5.96 -1.02 -1.10
H: 6.39 -0.15 0.32
H: 4.57 -2.62 0.49
H: 3.97 -1.01 0.14
H: 4.76 -1.32 1.67

Output
**E_LUMO**: 0.299 eV
**SMILES string**: CCC(=O)O[C@@](S)([PH2]=N)S(=O)(=O)C(F)(F)F.CCN(CC)CC.CCN(CC)CC.CCN(CC)CC
**Multiplicity**: 1

***

# 8
The following is a quantum chemistry calculation of a cluster of 4 separate species, CH9NO3 in total in a non-equilibrium geometry, from the OMol25 dataset.

Element x y z (Å)
C: -0.99 -1.23 1.78
N: -0.53 -1.47 0.58
H: -0.87 -0.28 2.25
H: -1.59 -1.93 2.33
H: -0.91 -2.39 0.15
O: 1.99 -0.71 -1.67
H: 1.35 -1.48 -1.69
H: 2.94 -1.01 -1.55
O: -0.88 1.98 1.15
H: -0.58 1.86 0.23
H: -0.84 2.95 1.26
O: 0.22 1.55 -1.38
H: -0.33 1.17 -2.04
H: 1.02 0.99 -1.38

Output
**E_LUMO**: 0.646 eV
**SMILES string**: C=N.O.O.O
**Multiplicity**: 1
**Relative energy (zero: lowest compared OMol25 entry of this formula, charge and spin)**: 22.15 kcal per mole

***

Going through the records in order, we get E_tot values of -23405.1273, -181580.8985, -46601.9711, -7804.1071, -112564.7793, -666883.3546, -77984.9085, -8814.6464 eV.